This record from the Open Molecules 2025 dataset describes a cluster of 2 separate species, C2H3ClN2O in total at a distorted geometry. The level of theory is ωB97M-V with the def2-TZVPD basis set.

- Gap between HOMO and LUMO: 9.512 eV
- Highest occupied orbital energy: -8.91 eV
- Electronic energy: -722.88482 hartree

Atoms and positions in Å:
C 0.06299 -0.61426 -0.52227
C -3.39533 0.12591 0.48303
N 0.89428 -0.57550 0.48985
N -2.50736 0.55396 -0.17707
O -4.42438 -0.26267 0.81968
Cl -0.22661 -2.11254 -1.27082
H 1.34017 -1.44179 0.71044
H 1.16068 0.35293 0.73050
H -1.57671 0.76362 0.06102

Forces on the atoms, in the same order (eV/Å):
-0.3 2.1 -0.3
-0.8 0.1 -0.9
-1.1 -1.4 -1.8
0.7 0.8 -0.6
-1.5 -0.9 1.4
0.3 -0.7 0.4
1.1 -0.2 1.0
0.5 0.1 0.8
1.1 0.1 -0.1

***

This record from the Open Molecules 2025 dataset describes a structure of composition C2H3ClN4O2S at a distorted geometry. The level of theory is ωB97M-V with the def2-TZVPD basis set.

- Gap between HOMO and LUMO: 8.188 eV
- Highest occupied orbital energy: -9.97 eV
- Electronic energy: -1305.80026 hartree

Atoms and positions in Å:
C -0.46694 -0.02691 0.63613
C -2.31959 1.08809 0.61402
N -1.27709 -0.58640 1.47338
N -2.54388 0.14580 1.40917
N -1.04798 1.00951 -0.01498
N 0.78010 -0.45212 0.29713
O -3.04584 -1.16090 -1.17362
O -4.16114 -2.98224 -0.09775
S -3.95605 -1.57503 -0.16099
Cl -3.94902 2.53613 -0.11823
H -0.79841 1.49616 -0.91775
H 1.07458 -1.32607 0.69015
H 1.64338 0.06626 0.09235

Forces on the atoms, in the same order (eV/Å):
0.4 0.4 -1.0
-0.6 1.3 -2.4
-1.3 0.1 0.8
1.2 0.1 0.6
-1.9 2.5 -0.9
1.5 -0.8 -0.2
0.6 0.7 -0.6
-0.3 -0.6 0.5
-0.5 -0.4 -0.2
3.1 -2.6 1.3
-0.3 -0.9 1.8
-0.5 -0.4 0.3
-1.5 0.5 0.2

***

This record from the Open Molecules 2025 dataset describes the ion C2H3ClO2P with charge -1 at a distorted geometry. The level of theory is ωB97M-V with the def2-TZVPD basis set.

- Gap between HOMO and LUMO: 8.082 eV
- Highest occupied orbital energy: -4.28 eV
- Net charge: -1
- SMILES: O=C([O-])[C@@H](P)Cl
- Electronic energy: -1030.07022 hartree

Atoms and positions in Å:
O -0.62469 -1.87875 -0.38126
C 0.46217 -1.33015 -0.61485
O 1.54359 -1.68944 -1.03780
C 0.31449 0.37263 -0.28371
P -1.39146 0.39022 0.41587
Cl 1.60723 0.89806 0.71630
H 0.25272 0.98530 -1.10232
H -1.32984 1.82307 0.54422
H -0.83420 0.42906 1.74355

Forces on the atoms, in the same order (eV/Å):
0.1 -0.6 0.1
-0.4 2.5 -0.1
0.5 -0.5 -0.1
-1.3 -4.0 0.8
0.6 1.1 1.1
1.1 0.7 0.8
0.4 1.2 -2.4
-0.4 0.2 -0.1
-0.6 -0.6 -0.1

***

This record from the Open Molecules 2025 dataset describes the molecule C2H3ClO2S at a distorted geometry. The level of theory is ωB97M-V with the def2-TZVPD basis set.

- Gap between HOMO and LUMO (spin up / spin down): 8.242 / 7.744 eV
- Highest occupied orbital energy (spin up / spin down): -8.22 / -7.93 eV
- SMILES: C=S(=O)=C(O)Cl
- Electronic energy: -1086.68753 hartree

Atoms and positions in Å:
C 0.34984 0.97854 0.45697
S -0.92510 1.88011 -0.31024
O -0.66311 2.15848 -1.69837
C -1.74472 0.13551 -0.11238
O -1.67364 -0.55360 -1.24129
Cl -2.10789 -0.56435 1.51528
H 0.36701 0.95362 1.46672
H 0.93569 0.29175 0.01965
H -1.61550 -1.51333 -1.28524

Forces on the atoms, in the same order (eV/Å):
-3.2 1.9 -2.0
0.2 -1.0 2.7
0.0 -0.2 -1.2
1.4 0.7 0.3
-0.3 0.4 0.3
0.0 0.3 -1.8
-0.2 0.4 3.1
1.9 -2.2 -2.2
0.2 -0.3 0.8

***

This record from the Open Molecules 2025 dataset describes the molecule C2H3ClS2 at a distorted geometry. The level of theory is ωB97M-V with the def2-TZVPD basis set.

- Gap between HOMO and LUMO: 8.316 eV
- Highest occupied orbital energy: -9.17 eV
- SMILES: S=C(S)CCl
- Electronic energy: -1334.52859 hartree

Atoms and positions in Å:
S -0.83780 0.00716 -1.87954
C 0.13924 -0.02227 -0.58706
S 1.44709 -1.22849 -0.12899
C -0.30620 0.76615 0.64822
Cl -1.11450 -0.28969 1.87117
H 1.18820 -1.89279 -1.19319
H -1.10471 1.53979 0.28135
H 0.58870 1.12013 0.98803

Forces on the atoms, in the same order (eV/Å):
1.0 -0.2 -0.1
-1.2 -1.5 1.2
-0.9 2.1 0.4
-3.1 -0.1 -2.4
0.5 0.4 -0.4
0.0 -1.1 -1.5
1.9 -1.3 1.0
1.9 1.6 1.9

***

This record from the Open Molecules 2025 dataset describes a structure of composition C2H3CoFO at a distorted geometry. The level of theory is ωB97M-V with the def2-TZVPD basis set.

- Gap between HOMO and LUMO (spin up / spin down): 8.588 / 8.526 eV
- Highest occupied orbital energy (spin up / spin down): -15.23 / -15.86 eV
- Net charge: +1
- Spin multiplicity: 5
- Electronic energy: -1635.40181 hartree

Atoms and positions in Å:
C -0.57244 0.37335 0.31342
C -0.31017 -0.79619 -0.39469
H -0.83558 0.33293 1.37675
F -1.28283 1.31935 -0.34062
H -0.06372 -1.69929 0.16908
H -0.43452 -0.81443 -1.48185
O 1.43230 1.29412 0.69761
Co 2.06696 -0.00984 -0.33970

Forces on the atoms, in the same order (eV/Å):
-3.0 -1.2 -1.4
1.5 1.1 0.3
0.9 0.5 -0.1
1.7 -0.6 0.8
-0.2 0.2 -0.2
-0.2 -0.1 0.4
0.8 -1.2 -1.0
-1.5 1.3 1.1

***

This record from the Open Molecules 2025 dataset describes a structure of composition C2H3CuO at a distorted geometry. The level of theory is ωB97M-V with the def2-TZVPD basis set.

- Gap between HOMO and LUMO (spin up / spin down): 5.754 / 8.319 eV
- Highest occupied orbital energy (spin up / spin down): -12.21 / -14.90 eV
- Net charge: +1
- Spin multiplicity: 2
- Electronic energy: -1793.21133 hartree

Atoms and positions in Å:
O 1.00117 0.30292 0.11205
Cu 2.13944 -1.59681 0.00780
H 1.43707 1.15673 0.00092
C -0.34917 0.43539 0.23906
C -1.26894 -0.32618 -0.30611
H -1.80698 -0.27534 -1.25053
H -1.15258 0.30328 1.19681

Forces on the atoms, in the same order (eV/Å):
1.7 -0.3 -0.1
-0.6 0.7 0.0
0.1 0.3 0.3
-3.9 -2.9 2.2
0.6 1.9 -2.3
-0.4 -1.1 0.3
2.4 1.5 -0.4

***

This record from the Open Molecules 2025 dataset describes a cluster of 2 separate species, C2H3F2NO in total at a distorted geometry. The level of theory is ωB97M-V with the def2-TZVPD basis set.

- Gap between HOMO and LUMO: 9.861 eV
- Highest occupied orbital energy: -9.28 eV
- Electronic energy: -407.64454 hartree

Atoms and positions in Å:
C -0.98166 0.15584 -0.00887
C -3.69167 -0.05356 -0.58622
N 0.25841 -0.27640 0.16969
O -1.82990 -0.51782 -0.48702
F -4.04265 -0.89148 0.38988
F -3.61784 1.17234 0.09708
H -1.23262 1.13546 0.47325
H 0.85356 0.31595 0.61094
H 0.50726 -1.31274 -0.01464

Forces on the atoms, in the same order (eV/Å):
0.9 1.8 2.2
-0.9 1.1 0.7
-0.5 -3.9 -1.7
-1.9 -2.1 -1.6
0.2 0.3 -0.3
0.2 -1.2 -0.6
0.4 -0.3 -0.6
2.3 1.6 1.5
-0.6 2.7 0.4

***

This record from the Open Molecules 2025 dataset describes a cluster of 2 separate species, C2H3F2O3P in total at a distorted geometry. The level of theory is ωB97M-V with the def2-TZVPD basis set.

- Gap between HOMO and LUMO: 7.204 eV
- Highest occupied orbital energy: -0.14 eV
- Net charge: -2
- Electronic energy: -844.83000 hartree

Atoms and positions in Å:
C -1.29718 -0.17803 -0.01440
C -0.02052 0.53399 -0.30113
O 2.77975 0.23025 -0.13410
O 1.28598 -1.03487 1.52855
O 1.00313 -1.40787 -1.00283
F -0.04420 1.17757 -1.46184
F -0.42551 2.24964 1.06449
P 1.49839 -0.49523 0.14231
H -1.52600 -0.87574 -0.82354
H -2.12057 0.53037 0.09681
H -1.13326 -0.73009 0.90568

Forces on the atoms, in the same order (eV/Å):
-0.6 0.5 0.2
0.1 -0.3 0.1
0.1 0.3 -0.1
-0.3 0.0 0.1
-0.1 0.4 0.3
-0.1 0.3 0.6
0.0 -1.0 -1.0
0.7 -0.5 -0.3
0.2 0.1 0.0
0.1 0.1 0.1
-0.1 0.0 0.1

***

This record from the Open Molecules 2025 dataset describes the ion C2H3F2O4S with charge -1 at a distorted geometry. The level of theory is ωB97M-V with the def2-TZVPD basis set.

- Gap between HOMO and LUMO: 9.220 eV
- Highest occupied orbital energy: -5.33 eV
- Net charge: -1
- SMILES: O=S(=O)([O-])[C@H](F)[C@H](O)F
- Electronic energy: -976.96266 hartree

Atoms and positions in Å:
O -2.80221 1.49733 -0.24407
S -1.38023 1.39430 -0.02341
O -0.54401 1.76781 -1.19300
O -1.01654 1.99397 1.22713
C -0.87685 -0.37388 0.13452
F -1.46593 -0.88559 1.22263
C 0.59978 -0.38809 0.37121
O 1.37903 0.34509 -0.39269
F 0.94491 -1.78871 0.22925
H -1.09913 -1.01076 -0.84515
H 0.84440 -0.10790 1.38991
H 1.09036 0.39080 -1.29729

Forces on the atoms, in the same order (eV/Å):
-0.5 -0.7 -0.5
0.3 0.4 -2.0
-1.1 -0.1 0.7
1.0 0.2 1.0
-0.3 0.5 -2.6
-0.8 -1.1 1.0
0.2 -1.3 0.9
2.0 0.3 -0.4
0.1 0.2 0.2
0.1 1.4 2.0
-0.2 -0.3 0.3
-0.7 0.3 -0.6

***

This record from the Open Molecules 2025 dataset describes a cluster of 2 separate species, C2H3F3IN in total at a distorted geometry. The level of theory is ωB97M-V with the def2-TZVPD basis set.

- Gap between HOMO and LUMO: 8.163 eV
- Highest occupied orbital energy: -9.41 eV
- Electronic energy: -729.94993 hartree

Atoms and positions in Å:
C -0.31931 -0.74422 0.07604
C 0.58264 -0.04973 1.03193
N -1.02169 1.07423 -1.25611
F 1.05764 -0.89541 1.97036
F 1.65231 0.50064 0.44377
F -0.04928 0.92204 1.69246
I 0.51479 -2.18268 -1.13485
H -1.32617 -0.92124 0.41999
H -0.87654 0.62679 -2.15815
H -0.21439 1.66959 -1.08545

Forces on the atoms, in the same order (eV/Å):
-1.1 2.5 -2.4
0.5 0.3 0.5
0.4 -2.3 2.1
-0.1 -0.2 -0.1
0.1 0.0 -0.2
-0.3 0.1 0.0
0.0 0.0 0.1
0.1 -0.1 0.1
0.3 -0.2 0.0
0.3 -0.1 -0.1

***

This record from the Open Molecules 2025 dataset describes a structure of composition C2H3F4NO at a distorted geometry. The level of theory is ωB97M-V with the def2-TZVPD basis set.

- Gap between HOMO and LUMO: 11.926 eV
- Highest occupied orbital energy: -11.27 eV
- Electronic energy: -607.46659 hartree

Atoms and positions in Å:
C -0.62609 0.84190 -0.27144
C -1.34986 -0.47413 0.03554
N 0.69079 0.73318 -0.51231
O -0.85056 -1.02874 1.13849
F -0.82616 1.55805 1.32189
F -1.27763 1.68287 -1.03884
F -1.17645 -1.32384 -1.04018
F -2.68223 -0.29851 0.09665
H 1.18057 1.58652 -0.74231
H 1.19568 0.09552 0.08652
H -1.44960 -1.70340 1.49365

Forces on the atoms, in the same order (eV/Å):
0.0 1.2 3.2
-0.6 -0.5 -0.6
0.0 0.1 -0.3
0.3 -0.3 0.5
0.2 -1.0 -3.0
0.1 -0.3 0.1
0.1 0.3 0.0
0.0 0.3 0.2
-0.1 0.0 0.1
-0.1 0.0 0.0
0.1 0.1 -0.2